# 1
The following is a DFT calculation (ωB97M-V/def2-TZVPD) of 3 unconnected molecules or ions with the total composition C11H15BClF16NO4P.

```
50
Properties=species:S:1:pos:R:3:forces:R:3
C 3.86774 -3.23737 1.66894 -0.93 1.15 -0.23
B 3.35780 -1.78998 1.38021 0.01 -1.81 0.97
O 4.18658 -0.86910 0.96721 -0.28 1.62 -0.96
N 1.90681 -1.34520 1.60060 0.89 -0.03 0.25
P 0.60164 -2.10954 0.49728 -2.06 0.84 -1.32
O -0.21212 -3.02352 1.53515 1.28 -0.20 -0.05
Cl 1.48710 -3.43203 -0.76621 0.20 -0.11 0.95
H 4.81173 -3.14255 2.15912 0.67 -0.13 0.49
H 4.03559 -3.70231 0.71900 0.10 -0.63 -0.58
H 3.18061 -3.80750 2.25082 -0.35 -0.75 0.38
H 4.91010 -1.28337 0.50819 1.05 0.11 -0.03
H 1.60831 -1.45314 2.56731 -0.02 -0.35 0.23
H 1.86143 -0.34549 1.40700 -0.14 0.23 -0.25
H -0.78030 -2.42387 2.04406 -0.60 -0.14 0.20
C 3.03277 0.27609 -3.34814 0.07 -0.74 -0.26
C 2.26612 0.63973 -2.06359 0.57 0.42 -0.20
C 0.90110 1.31190 -2.21524 -0.45 -0.14 0.16
F 0.99144 2.49115 -2.83208 0.04 0.05 0.04
F 0.39101 1.52745 -0.96619 0.10 -0.13 -0.05
F 3.05817 1.36880 -1.26271 -0.05 0.01 0.22
F 2.02065 -0.54760 -1.39357 -0.01 0.06 -0.21
O 4.04030 1.15981 -3.76972 -0.16 0.35 0.53
C 3.72536 2.25371 -4.54572 -0.06 -0.48 -0.22
C 4.02915 3.56178 -3.81670 0.21 0.35 0.11
F 3.33975 3.62982 -2.65848 -0.01 -0.03 -0.02
F 3.65557 4.59416 -4.59220 -0.06 0.03 -0.11
F 2.45263 2.19119 -4.96940 -0.13 0.19 -0.01
F 4.50554 2.19852 -5.63192 0.20 0.13 -0.18
H 3.57334 -0.63768 -3.10812 0.02 -0.03 0.12
H 2.35850 0.01064 -4.16127 -0.21 0.18 0.05
H 0.20826 0.66704 -2.76411 0.04 -0.03 0.02
H 5.09632 3.63766 -3.59943 0.02 -0.07 -0.04
C -3.42572 0.64231 1.77242 0.69 0.32 -0.43
C -3.31715 -0.72737 2.46888 -0.61 0.58 0.24
C -4.03424 -1.91085 1.81326 0.23 -0.48 -0.16
F -5.35395 -1.71722 1.75642 0.00 0.05 0.04
F -3.80088 -3.01955 2.55832 0.13 0.06 0.00
F -3.68037 -0.60379 3.74427 0.09 -0.18 0.19
F -1.95844 -1.06118 2.47780 0.06 0.00 -0.22
O -4.37572 1.54643 2.27151 -0.15 -0.47 0.43
C -5.68380 1.48953 1.84361 0.36 0.15 -0.35
C -6.63214 1.13629 2.98848 -0.29 0.07 0.32
F -6.29607 -0.05050 3.53208 0.03 -0.01 -0.02
F -7.88460 1.04243 2.50702 -0.06 0.01 -0.11
F -5.81156 0.65365 0.79956 -0.18 -0.12 -0.02
F -6.00359 2.71463 1.40738 -0.18 0.24 0.01
H -2.47446 1.13619 1.96410 0.07 -0.03 0.11
H -3.49003 0.54242 0.68935 -0.16 -0.24 -0.02
H -3.64970 -2.08744 0.80236 0.00 0.06 0.02
H -6.59660 1.90477 3.76311 0.06 0.05 -0.05
```
Positions in Å, forces in eV/Å.

The net charge is +1. For the orbital gap, the calculation gives 0.392 Ha. The max |F| is 2.6 eV Å⁻¹.

# 2
The following is a DFT calculation (ωB97M-V/def2-TZVPD) of a single C2H3ClF2N2 molecule.

```
10
Properties=species:S:1:pos:R:3:forces:R:3
N 2.02899 0.48545 -0.08198 -0.62 -2.49 -0.70
N 0.73319 0.59588 0.18082 -0.55 1.56 0.15
C -0.10825 -0.32920 -0.00331 1.87 -1.04 -1.50
C -1.58270 -0.15158 0.05287 -0.57 0.72 -0.30
F -1.98484 -0.67470 1.21110 -0.80 -0.55 0.44
F -2.21273 -0.82283 -0.97248 0.74 0.15 0.86
Cl -2.21102 1.52800 -0.01986 0.51 -0.44 0.02
H 2.67175 1.15187 0.23924 0.23 1.09 0.66
H 2.41061 -0.44940 -0.24992 -0.14 0.37 0.08
H 0.25499 -1.33350 -0.35648 -0.66 0.63 0.29
```
Positions in Å, forces in eV/Å.

For the orbital gap, the calculation gives 0.387 Ha. As for the SMILES: N/N=C/C(F)(F)Cl. The max |F| is 2.7 eV Å⁻¹.

# 3
The following is a DFT calculation (ωB97M-V/def2-TZVPD) of a molecular structure, C5H10O2.

```
17
Properties=species:S:1:pos:R:3:forces:R:3
C 1.44491 -0.77538 -0.35935 -0.44 1.07 -0.04
C 1.33347 -0.27643 1.06977 0.23 0.02 0.18
O 0.35491 0.74840 1.08102 -0.03 0.21 0.41
C -0.74665 0.25863 0.34553 -0.12 0.13 -0.14
C -1.78218 1.34313 0.15338 0.00 0.06 0.04
C -0.14455 -0.21659 -0.95830 1.95 0.99 1.15
O -0.73140 -1.31952 -1.55710 1.89 -0.85 0.59
H 1.74644 -1.85976 -0.37283 -0.85 0.65 -0.30
H 0.25686 -1.51259 -1.12859 -2.65 -2.71 -2.02
H 2.17191 -0.25647 -0.98270 0.06 0.11 0.24
H 1.02001 -1.09540 1.73895 0.06 0.14 -0.12
H 2.26023 0.15133 1.45162 -0.06 -0.01 0.04
H -1.18981 -0.61801 0.85335 0.10 0.14 -0.11
H -2.61037 0.95911 -0.45203 0.12 0.07 0.10
H -2.17191 1.67497 1.11905 0.01 -0.04 -0.13
H -1.33564 2.20213 -0.35840 -0.07 -0.11 0.07
H 0.12378 0.59245 -1.64338 -0.21 0.12 0.04
```
Positions in Å, forces in eV/Å.

For the orbital gap, the calculation gives 0.396 Ha. The max |F| is 4.3 eV Å⁻¹.

# 4
The following is a DFT calculation (ωB97M-V/def2-TZVPD) of 11 unconnected molecules or ions with the total composition C26H69ClO13S10.

```
119
Properties=species:S:1:pos:R:3:forces:R:3
C -0.74574 -1.53648 -3.75646 0.64 -0.64 -1.09
C -0.97564 -0.25828 -4.59926 -0.87 -0.72 0.53
C -1.37906 0.97968 -3.76419 0.87 0.74 -0.06
Cl -3.14659 1.03145 -3.39649 0.34 -0.25 -0.19
C -0.57086 1.15424 -2.46834 0.68 0.86 0.30
C 0.73173 1.99014 -2.51587 -1.44 -0.30 -0.04
O 0.98792 1.97880 -1.08517 0.15 -0.28 0.47
C -0.23629 1.93583 -0.45821 0.44 0.59 -5.49
O -0.42928 1.88750 0.66797 -0.47 0.07 4.46
O -1.22076 1.96681 -1.44085 0.15 -0.60 0.87
H -0.22179 -2.26647 -4.41374 -0.30 0.34 0.31
H -0.10018 -1.40085 -2.88432 -0.28 0.00 -0.40
H -1.67157 -2.03632 -3.43714 0.27 0.51 0.01
H -1.83253 -0.47028 -5.27111 0.53 0.29 0.15
H -0.10473 -0.05895 -5.24749 -0.22 0.21 0.51
H -1.16270 1.87059 -4.38713 -0.48 -0.31 0.34
H -0.30590 0.25757 -1.87825 -0.44 -0.19 -1.26
H 1.48188 1.53889 -3.18115 0.26 0.43 0.89
H 0.47802 3.05633 -2.68758 0.27 -0.63 -0.79
C -6.24255 2.32223 -1.82908 0.04 0.20 -0.24
S -7.83305 1.85936 -2.51881 0.16 -0.04 0.15
O -7.59725 1.41412 -3.92424 -0.11 0.10 0.15
C -8.49716 3.53289 -2.58920 -0.04 0.11 -0.09
H -5.63444 1.42508 -1.73090 -0.09 -0.02 0.04
H -5.74255 3.02899 -2.49436 -0.07 -0.08 -0.13
H -6.38663 2.76647 -0.84744 -0.05 -0.14 0.03
H -7.85119 4.16219 -3.20316 0.04 -0.06 0.00
H -8.56784 3.93689 -1.57912 0.02 -0.06 0.01
H -9.49106 3.48932 -3.03267 0.02 -0.08 0.01
C 3.59561 1.13696 -6.85293 -0.05 0.11 -0.05
S 4.10510 0.44509 -5.27093 0.08 -0.12 -0.06
O 3.01133 0.71295 -4.29762 0.07 0.09 -0.16
C 5.40895 1.64477 -4.95356 0.03 0.14 0.03
H 2.75168 0.55754 -7.22366 0.03 -0.05 0.08
H 3.29444 2.17705 -6.72280 0.01 -0.02 0.07
H 4.42148 1.06897 -7.56148 0.01 -0.04 0.03
H 4.99135 2.65219 -4.94515 -0.06 -0.04 -0.01
H 6.17516 1.55989 -5.72459 -0.02 -0.05 0.00
H 5.84676 1.42398 -3.98157 -0.07 -0.08 -0.02
C -3.09182 -3.17259 -0.35026 -0.02 -0.13 -0.15
S -2.05872 -1.78161 0.13347 -0.09 0.18 0.35
O -1.19279 -1.44045 -1.03947 -0.14 -0.29 0.55
C -1.04225 -2.69734 1.29647 0.17 -0.21 -0.05
H -3.78758 -2.83282 -1.11668 0.05 0.08 0.02
H -2.46999 -3.97408 -0.75163 0.06 0.05 0.02
H -3.64945 -3.52481 0.51751 0.05 0.09 0.05
H -0.55037 -3.52764 0.78728 0.04 0.07 -0.06
H -1.66420 -3.06904 2.10704 -0.06 0.10 -0.04
H -0.28865 -2.02305 1.69987 -0.06 0.07 -0.07
C -6.49459 2.56384 -6.41687 -0.02 0.13 -0.16
S -6.81502 3.05140 -8.11664 0.11 -0.08 0.13
O -5.50376 3.36932 -8.74844 -0.08 0.09 0.03
C -7.60852 4.61783 -7.71041 -0.02 0.13 0.03
H -5.96162 1.61533 -6.42539 -0.05 0.00 -0.04
H -5.88189 3.32040 -5.92436 0.02 0.02 -0.08
H -7.43689 2.44113 -5.88773 0.04 -0.08 -0.01
H -6.92318 5.24115 -7.13466 0.05 -0.06 -0.02
H -8.51669 4.42646 -7.13778 0.01 -0.05 -0.02
H -7.86593 5.12307 -8.64005 0.04 -0.07 -0.02
C -5.47254 2.14701 3.72894 -0.10 0.28 -0.05
S -5.10523 2.79498 2.08904 0.29 0.24 0.13
O -5.98228 2.07437 1.12062 -0.08 -0.22 0.32
C -3.46522 2.07076 1.96044 -0.05 -0.09 -0.01
H -6.48327 2.44920 3.99930 -0.02 0.11 -0.06
H -5.40792 1.05740 3.71898 -0.05 2.10 -0.29
H -4.76555 2.56038 4.44861 0.03 0.09 -0.03
H -3.52920 0.98662 2.06304 -0.01 -0.03 -0.04
H -2.82253 2.48599 2.73684 -0.01 0.05 -0.03
H -3.05574 2.31786 0.98340 -0.02 0.00 0.00
C 2.86158 -2.35672 1.57608 0.03 0.05 -0.02
S 3.23350 -4.11162 1.68789 -0.04 0.20 -0.05
O 1.95141 -4.82829 1.96080 0.05 0.00 0.11
C 4.13144 -4.00291 3.24454 -0.02 0.05 0.20
H 2.26054 -2.18721 0.68298 0.02 -0.11 -0.01
H 2.30017 -2.03779 2.45643 -0.01 -0.13 0.03
H 3.79401 -1.79093 1.49815 -0.16 -0.14 -0.02
H 3.48533 -3.57865 4.01466 -0.06 0.02 -0.08
H 5.01668 -3.38029 3.10800 -0.02 -0.01 -0.08
H 4.43489 -5.00606 3.53558 -0.04 0.00 -0.09
C -4.50948 -2.68801 5.40106 0.05 0.04 0.11
S -4.80648 -2.31441 3.66521 -0.17 -0.24 0.02
O -3.48208 -2.06293 3.03301 -0.11 0.12 0.15
C -5.57659 -0.71211 3.94621 0.12 -1.17 0.14
H -3.99179 -3.64383 5.46149 -0.02 0.02 -0.09
H -3.88961 -1.90917 5.84647 0.01 0.02 -0.07
H -5.46294 -2.75789 5.92541 -0.01 -0.01 -0.05
H -4.88711 -0.06045 4.48521 0.15 -0.86 0.21
H -6.49512 -0.84609 4.51832 -0.02 0.02 -0.02
H -5.81352 -0.27147 2.97801 -0.03 -0.53 -0.12
C 6.40201 1.85674 0.76049 -0.09 0.09 -0.13
S 6.16803 0.51022 1.93224 0.11 0.07 0.15
O 5.28032 -0.49468 1.27971 0.15 0.22 -0.02
C 5.15787 1.44462 3.08905 -0.20 0.15 -0.05
H 6.98425 1.48168 -0.07966 0.00 -0.07 0.07
H 5.43351 2.21008 0.40406 -0.03 -0.07 0.04
H 6.94528 2.66807 1.24562 0.02 -0.06 0.04
H 4.26922 1.82423 2.58166 0.03 -0.09 -0.10
H 5.74207 2.26853 3.49749 0.09 -0.12 0.06
H 4.85910 0.78035 3.89762 0.12 -0.04 -0.02
C 4.89399 -8.34582 1.41160 -0.03 -0.13 -0.03
S 5.93037 -6.95410 1.88968 -0.02 -0.01 -0.06
O 6.78388 -6.61298 0.72335 0.01 -0.10 0.08
C 6.95377 -7.87530 3.05223 0.06 -0.12 0.05
H 4.19358 -8.00418 0.65142 0.04 0.10 0.05
H 5.51379 -9.14552 1.00435 0.06 0.06 0.01
H 4.34044 -8.70222 2.28093 -0.01 0.06 0.00
H 7.44154 -8.70487 2.53929 -0.03 0.04 -0.06
H 6.33206 -8.24847 3.86701 -0.02 0.03 -0.02
H 7.70876 -7.20048 3.45226 -0.05 0.05 -0.06
C 8.50795 2.97947 7.68142 0.11 0.07 -0.01
S 6.90893 2.47972 7.02221 -0.01 -0.02 0.09
O 7.14316 1.93245 5.65863 0.01 0.14 0.00
C 6.25944 4.14804 6.82692 0.02 0.12 -0.05
H 9.10528 2.08416 7.84448 -0.09 -0.03 -0.03
H 9.01494 3.63093 6.96889 -0.06 -0.03 -0.04
H 8.36372 3.49730 8.63010 -0.04 -0.03 0.00
H 6.91131 4.72451 6.16956 0.03 -0.07 0.00
H 6.18943 4.62715 7.80384 -0.01 -0.05 0.01
H 5.26647 4.07898 6.38556 0.02 -0.09 0.02
```
Positions in Å, forces in eV/Å.

For the orbital gap, the calculation gives 0.314 Ha. The max |F| is 5.5 eV Å⁻¹.

Energy for the records above, in order: -87294.538 -23058.939 -9439.104 -175564.358 eV